The following is a DFT calculation (the ωB97M-V functional and the def2-TZVPD basis) of C35H35BrIrN5O4Si as an isolated structure.

ORCA input file:
```
! wB97M-V def2-TZVPD RIJCOSX def2/J DEFGRID3
* xyz 1 6
Ir 0.1194 -1.1807 -0.2515
O 0.0618 1.6053 -3.7703
C -0.7144 2.5803 -3.2160
C -1.3677 3.4498 -4.0753
C -2.1659 4.4595 -3.5632
C -2.3148 4.6115 -2.1920
C -1.6436 3.7533 -1.3345
C -0.8352 2.7374 -1.8301
C -0.0316 1.8156 -0.9319
O -0.2567 0.4894 -1.2752
N -0.2292 2.1273 0.5036
N -0.6166 1.3288 1.4500
C -1.4116 0.3150 1.2462
C -1.6245 -0.6090 2.3672
Br -0.9658 -2.3495 1.7578
C -2.0571 -0.5415 3.6175
C -2.7015 0.5714 4.3321
C -2.6255 1.9133 3.9574
C -3.3181 2.8759 4.6728
C -4.1020 2.5169 5.7615
C -4.1640 1.1892 6.1573
C -3.4560 0.2278 5.4557
H 0.2035 0.9253 -3.0946
H -1.2441 3.3132 -5.1415
H -2.6814 5.1267 -4.2412
H -2.9508 5.3886 -1.7912
H -1.7458 3.8829 -0.2645
H 1.0364 2.0502 -1.0765
H 0.4054 2.8329 0.8501
H -1.9761 0.1351 0.3338
H -2.0113 -1.4607 4.1932
H -2.0057 2.2101 3.1266
H -3.2382 3.9158 4.3844
H -4.6549 3.2725 6.3036
H -4.7586 0.9008 7.0135
H -3.4938 -0.8061 5.7780
C 4.4864 8.1093 -3.2176
O 5.6954 7.6501 -2.6318
C 5.8421 6.3241 -2.4339
C 7.0115 5.9350 -1.7663
C 7.2493 4.6141 -1.4956
C 6.3205 3.6290 -1.8866
C 5.1715 4.0219 -2.5909
C 4.9299 5.3579 -2.8594
N 6.5703 2.3343 -1.5349
N 5.8355 1.3657 -1.9596
C 4.8911 0.8330 -1.1546
C 4.7303 1.1603 0.1938
C 3.6583 0.6655 0.9434
C 2.7070 -0.1421 0.3628
O 1.6271 -0.5963 1.0088
C 2.8691 -0.5211 -0.9898
N 1.8864 -1.3111 -1.5212
C 2.0233 -1.7563 -2.7603
C 3.1194 -1.4263 -3.5576
C 4.0829 -0.5832 -3.0590
C 3.9739 -0.1052 -1.7459
H 4.5055 9.1913 -3.1354
H 3.6165 7.7212 -2.6839
H 4.4281 7.8249 -4.2705
H 7.7188 6.7013 -1.4794
H 8.1511 4.3043 -0.9846
H 4.4757 3.2657 -2.9314
H 4.0403 5.6344 -3.4064
H 5.4624 1.8099 0.6543
H 3.5484 0.9219 1.9895
H 1.2421 -2.3930 -3.1417
H 3.1822 -1.8233 -4.5603
H 4.9327 -0.2835 -3.6584
C -0.3967 -4.1968 -2.0376
Si -1.1804 -2.5069 -1.8352
C -1.3338 -1.5974 -3.4483
C -2.8729 -2.7366 -1.0903
H -1.1998 -4.9316 -2.1422
H 0.2082 -4.4932 -1.1787
H 0.2261 -4.2769 -2.9292
H -1.6672 -2.3094 -4.2094
H -0.4097 -1.1424 -3.7982
H -2.0787 -0.8037 -3.3695
H -3.4947 -3.1886 -1.8706
H -3.3536 -1.8053 -0.7844
H -2.8500 -3.4147 -0.2383
*
```

## Properties
- M: 889.9 g/mol
- Max |F|: 0.7 eV/A
- LUMO level (spin up / spin down): -0.121 / -0.195 Ha
- Orbital gap (spin up / spin down): 0.220 / 0.200 Ha

---

The following is a DFT calculation (the ωB97M-V functional and the def2-TZVPD basis) of a 2-piece molecular cluster, CH4N2O2S overall.

ORCA input file:
```
! wB97M-V def2-TZVPD RIJCOSX def2/J DEFGRID3
* xyz 0 1
C -1.2751 0.5049 0.3727
N -1.7462 -0.0312 1.5374
N 0.0227 0.3114 0.1163
O 1.9013 1.4522 -0.8023
O 1.3007 -1.1501 -2.1839
S 0.6111 1.0425 -1.2563
H 2.2691 -1.1706 -1.9391
H -2.7259 0.0602 1.7166
H -1.0561 -0.5948 2.0319
H 0.6983 -0.4245 0.4067
*
```

## Properties
- M: 108.1 g/mol
- Max |F|: 3.7 eV/A
- LUMO level (spin up / spin down): -0.061 / -0.061 Ha
- Orbital gap (spin up / spin down): 0.284 / 0.284 Ha

---

The following is a DFT calculation (the ωB97M-V functional and the def2-TZVPD basis) of a 2-piece molecular cluster, C2H2N2OS overall.

ORCA input file:
```
! wB97M-V def2-TZVPD RIJCOSX def2/J DEFGRID3
* xyz 0 1
C -0.3071 -0.8166 1.1129
N -0.0525 -1.6057 0.3066
S 0.3466 -2.5611 -0.8588
H -0.6298 0.0021 1.7480
N -0.5087 1.3303 -0.6823
C 0.5852 1.0941 -0.3252
O 1.6201 0.8219 0.1124
H -1.0537 1.7349 -1.4135
*
```

## Properties
- M: 102.1 g/mol
- SMILES string: C#[N+][S-].N=C=O
- Max |F|: 2.3 eV/A
- LUMO level: 0.023 Ha
- Orbital gap: 0.337 Ha

---

The following is a DFT calculation (the ωB97M-V functional and the def2-TZVPD basis) of C67H72CrGeN4O2P2Sb as an isolated structure.

ORCA input file:
```
! wB97M-V def2-TZVPD RIJCOSX def2/J DEFGRID3
* xyz 2 4
Cr 0.0216 -0.2038 -0.2778
O 4.9663 4.5808 2.6449
N 3.7888 4.3943 2.4645
O 2.8810 5.0699 2.9113
C 3.3966 3.2110 1.6728
C 4.2587 2.1789 1.6426
C 3.9133 0.9841 0.9385
C 4.8450 -0.0249 0.6252
C 4.4608 -1.0410 -0.2065
C 3.1267 -1.1104 -0.6311
N 2.2057 -0.2351 -0.2703
C 2.6149 0.8445 0.4505
C 1.7104 1.9576 0.4871
N 0.5315 1.7909 -0.1853
C -0.1362 2.8832 -0.5200
C 0.2539 4.1655 -0.1267
C 1.3460 4.3240 0.6790
C 2.1301 3.1902 0.9898
H 5.2245 2.2759 2.1210
H 5.8605 0.0440 0.9945
H 5.1571 -1.7988 -0.5351
H 2.8044 -1.9071 -1.2874
H -1.0235 2.7384 -1.1200
H -0.3442 5.0127 -0.4300
H 1.6204 5.2991 1.0510
N 0.9875 -2.0078 2.2367
P 0.0256 -0.5888 2.4130
C 0.8965 0.2500 3.7758
C 1.0680 1.6300 3.7992
C 1.7146 2.2415 4.8658
C 2.1998 1.4722 5.9114
C 2.0235 0.0935 5.8997
C 1.3698 -0.5178 4.8435
C -1.4652 -1.2647 3.2187
C -1.4047 -2.4593 3.9335
C -2.5274 -2.9339 4.5931
C -3.7189 -2.2243 4.5477
C -3.7836 -1.0299 3.8434
C -2.6641 -0.5530 3.1807
P 0.5340 -2.8067 0.7748
C -0.4933 -4.1816 1.3966
C -1.8754 -4.1550 1.2894
C -2.6465 -5.1651 1.8495
C -2.0348 -6.1990 2.5370
C -0.6491 -6.2227 2.6680
C 0.1198 -5.2248 2.0973
C 2.0157 -3.7423 0.2947
C 3.1626 -3.8690 1.0692
C 4.2219 -4.6506 0.6237
C 4.1432 -5.3034 -0.5973
C 2.9943 -5.1889 -1.3724
C 1.9349 -4.4175 -0.9251
H 1.9749 -1.8685 2.4153
H 0.6703 2.2411 3.0027
H 1.8260 3.3182 4.8822
H 2.7048 1.9464 6.7423
H 2.3814 -0.5064 6.7257
H 1.2184 -1.5894 4.8556
H -0.4878 -3.0307 3.9680
H -2.4682 -3.8667 5.1383
H -4.5930 -2.6006 5.0621
H -4.7043 -0.4615 3.8162
H -2.7368 0.3852 2.6413
H -2.3746 -3.3336 0.8036
H -3.7230 -5.1289 1.7482
H -2.6321 -6.9870 2.9763
H -0.1673 -7.0272 3.2077
H 1.1968 -5.2623 2.2004
H 3.2491 -3.3838 2.0345
H 5.1058 -4.7581 1.2389
H 4.9690 -5.9130 -0.9389
H 2.9209 -5.7112 -2.3170
H 1.0322 -4.3444 -1.5234
C -1.6012 -2.4562 -2.0394
C -2.6574 -1.4822 -1.4711
C -3.1260 -0.6404 -2.6699
C -2.0742 -0.5868 -0.3103
C -3.8759 -2.3046 -1.0064
C -4.2937 -3.4181 -1.7388
C -5.4071 -4.1544 -1.3634
C -6.1378 -3.7992 -0.2387
C -5.7378 -2.6984 0.5001
C -4.6233 -1.9644 0.1164
H -0.6645 -1.9369 -2.2580
H -1.9504 -2.8863 -2.9765
H -1.3938 -3.2842 -1.3681
H -2.3138 -0.0228 -3.0639
H -3.9622 0.0044 -2.4112
H -3.4684 -1.3005 -3.4679
H -2.2677 -1.0716 0.6502
H -3.7625 -3.7270 -2.6288
H -5.7044 -5.0084 -1.9579
H -7.0054 -4.3749 0.0550
H -6.2967 -2.3989 1.3779
H -4.3343 -1.1268 0.7313
C -1.6141 2.4611 -4.2690
C -0.1670 2.0834 -4.5549
C 0.0156 1.7935 -6.0418
Sb 0.5802 0.4346 -3.3063
C 2.7011 0.9981 -3.3591
C 3.3074 1.0068 -4.7583
C 2.9279 2.3570 -2.6991
C 0.7051 -1.1505 -4.7870
C -0.6448 -1.6713 -5.2676
C 1.6067 -2.2689 -4.2762
H -1.8914 3.3216 -4.8832
H -1.7865 2.7303 -3.2295
H -2.2976 1.6480 -4.5231
H 0.4860 2.9097 -4.2627
H -0.6459 0.9951 -6.3762
H 1.0339 1.5297 -6.3147
H -0.2524 2.6888 -6.6085
H 3.1948 0.2208 -2.7717
H 2.8777 1.7991 -5.3704
H 3.1935 0.0598 -5.2839
H 4.3792 1.2100 -4.6862
H 2.5135 3.1606 -3.3111
H 3.9988 2.5548 -2.6011
H 2.4856 2.4344 -1.7071
H 1.1941 -0.6448 -5.6195
H -1.1214 -2.2986 -4.5176
H -0.5022 -2.2823 -6.1625
H -1.3408 -0.8727 -5.5244
H 1.1610 -2.7761 -3.4163
H 2.5967 -1.9060 -3.9887
H 1.7490 -3.0218 -5.0557
Ge -3.0192 1.1891 -0.2040
C -4.9759 1.3089 -0.3472
C -5.8225 1.0333 0.7250
C -7.1853 1.2685 0.6320
C -7.7209 1.7948 -0.5361
C -6.8888 2.0941 -1.6036
C -5.5235 1.8556 -1.5061
C -2.6465 2.4390 1.2902
C -3.4807 3.5619 1.3280
C -3.3107 4.5507 2.2874
C -2.3122 4.4330 3.2452
C -1.4781 3.3254 3.2286
C -1.6429 2.3533 2.2524
H -2.5672 1.9380 -1.4754
H -5.4177 0.6458 1.6552
H -7.8320 1.0461 1.4709
H -8.7844 1.9785 -0.6085
H -7.2999 2.5176 -2.5106
H -4.8803 2.1068 -2.3431
H -4.2815 3.6657 0.6066
H -3.9719 5.4072 2.2957
H -2.1918 5.1948 4.0040
H -0.7024 3.2205 3.9783
H -0.9723 1.4996 2.2529
*
```

## Properties
- M: 1273.7 g/mol
- Max |F|: 0.9 eV/A
- LUMO level (spin up / spin down): -0.228 / -0.224 Ha
- Orbital gap (spin up / spin down): 0.237 / 0.241 Ha

---

Q: Which value of M does entry 3 give?
A: 102.1 g/mol

---

Q: Among the records above, which one has the lowest M?
A: C2H2N2OS